The following is a DFT calculation (ωB97M-V with the def2-TZVPD basis set) of a single C3H6O molecule at a distorted geometry.

Calculated values
HOMO level: -8.59 eV
ΔE to the lowest compared entry with this formula, charge and spin: 3.756 eV
LUMO: 0.63 eV

Geometry as ORCA input:
```
! wB97M-V def2-TZVPD RIJCOSX def2/J DEFGRID3
* xyz 0 1
C 0.60 0.32 -0.71
C -0.42 -0.71 -0.20
O -1.31 0.09 0.63
C -0.71 0.78 1.56
H 0.35 0.69 -1.70
H 1.63 -0.05 -0.68
H -1.03 -1.17 -0.99
H 0.01 -1.50 0.42
H 0.54 1.21 -0.07
H 0.33 0.34 1.68
*
```

The following is a DFT calculation (ωB97M-V with the def2-TZVPD basis set) of 2 unconnected molecules or ions with the total composition C5H14N2O at a distorted geometry.

Calculated values
HOMO level: -7.72 eV
ΔE to the lowest compared entry with this formula, charge and spin: 2.798 eV
LUMO: 1.00 eV
structure (SMILES): N/C=C/CCCN.O

Geometry as ORCA input:
```
! wB97M-V def2-TZVPD RIJCOSX def2/J DEFGRID3
* xyz 0 1
N -2.32 2.99 1.39
C -1.92 2.29 0.26
C -1.21 1.16 0.29
C -0.70 0.43 -0.91
C 0.45 -0.54 -0.53
C 1.74 -0.24 -1.34
N 2.68 0.58 -0.53
H -2.27 2.61 2.32
H -3.09 3.64 1.23
H -2.40 2.58 -0.68
H -0.96 0.76 1.27
H -0.36 1.12 -1.68
H -1.54 -0.09 -1.42
H 0.75 -0.35 0.49
H 0.18 -1.57 -0.74
H 1.50 0.46 -2.16
H 2.25 -1.00 -1.94
H 2.97 1.42 -1.01
H 2.26 0.87 0.34
O 0.71 -5.38 1.98
H -0.12 -5.75 1.60
H 1.41 -5.99 1.80
*
```

The following is a DFT calculation (ωB97M-V with the def2-TZVPD basis set) of a molecular structure, C6H7N at a distorted geometry.

Calculated values
HOMO level: -8.75 eV
ΔE to the lowest compared entry with this formula, charge and spin: 3.831 eV
LUMO: 0.21 eV

Geometry as ORCA input:
```
! wB97M-V def2-TZVPD RIJCOSX def2/J DEFGRID3
* xyz 0 1
N -1.08 2.76 -1.47
C -0.71 1.95 -0.74
C -0.28 0.90 0.21
C 1.09 0.24 -0.04
C 1.00 -1.11 0.87
C -0.06 -1.45 0.13
C -1.15 -0.39 0.12
H -0.27 1.34 1.21
H 1.19 0.09 -1.15
H 1.99 0.68 0.32
H 1.84 -1.82 0.94
H 0.00 -2.22 -0.62
H -1.77 -0.44 -0.77
H -1.78 -0.53 1.00
*
```

The following is a DFT calculation (ωB97M-V with the def2-TZVPD basis set) of a gas-phase ion, C2H3O2S2 (charge -1) at a distorted geometry.

Calculated values
HOMO level: -2.54 eV
ΔE to the lowest compared entry with this formula, charge and spin: 2.824 eV
LUMO: 3.23 eV

Geometry as ORCA input:
```
! wB97M-V def2-TZVPD RIJCOSX def2/J DEFGRID3
* xyz -1 1
C -0.86 0.04 0.43
C 0.17 -0.51 -0.53
O 1.82 1.13 0.70
O 1.23 -1.30 -0.08
S -2.42 0.61 -0.41
S 1.77 0.24 -0.45
H -0.97 -0.68 1.18
H -0.61 1.15 0.74
H -0.13 -0.68 -1.56
*
```

The following is a DFT calculation (ωB97M-V with the def2-TZVPD basis set) of a molecular structure, C12H26O16Zn at a distorted geometry.

Calculated values
HOMO level: 2.52 eV
LUMO: 6.46 eV

Geometry as ORCA input:
```
! wB97M-V def2-TZVPD RIJCOSX def2/J DEFGRID3
* xyz -4 1
Zn 9.28 3.60 -3.40
C 9.26 4.24 3.93
C 9.59 5.78 3.88
O 9.22 6.53 2.92
O 10.39 6.29 4.71
H 8.18 4.09 4.01
H 9.82 3.72 4.70
H 9.57 3.86 2.96
C 13.09 3.91 -4.52
C 11.67 3.86 -3.93
O 11.28 3.02 -3.09
O 10.80 4.75 -4.19
H 13.84 4.40 -3.90
H 13.08 4.48 -5.44
H 13.43 2.88 -4.65
C 10.25 0.85 3.33
C 11.32 1.02 2.28
O 12.39 1.44 2.65
O 11.18 0.49 1.17
H 9.78 -0.13 3.35
H 9.44 1.56 3.19
H 10.52 1.07 4.36
C 4.99 3.40 1.52
C 3.68 2.82 1.05
O 2.82 3.56 0.55
O 3.43 1.58 1.16
H 5.47 2.60 2.09
H 4.81 4.36 2.00
H 5.79 3.81 0.89
C 5.55 1.54 -1.84
C 5.69 0.79 -3.11
O 5.15 1.13 -4.18
O 6.41 -0.24 -3.30
H 4.51 1.74 -1.58
H 6.07 2.50 -1.88
H 6.22 1.02 -1.14
C 8.75 3.75 0.52
C 8.82 3.70 -0.98
O 8.67 2.69 -1.69
O 9.01 4.77 -1.64
H 9.69 3.46 0.98
H 7.96 3.08 0.87
H 8.62 4.72 1.01
O 8.67 7.47 -0.38
H 9.15 6.64 -0.39
H 9.05 7.96 0.35
O 11.57 5.63 -0.33
H 10.84 5.47 -0.93
H 12.01 4.79 -0.26
O 8.64 -0.39 -1.46
H 7.82 -0.64 -1.90
H 8.57 0.56 -1.36
O 5.92 5.74 -1.16
H 5.39 6.19 -0.51
H 6.81 5.79 -0.83
*
```

The following is a DFT calculation (ωB97M-V with the def2-TZVPD basis set) of a molecular structure, C5H12NO at a distorted geometry.

Calculated values
HOMO level: -2.61 eV
ΔE to the lowest compared entry with this formula, charge and spin: 3.668 eV
LUMO: 3.96 eV

Geometry as ORCA input:
```
! wB97M-V def2-TZVPD RIJCOSX def2/J DEFGRID3
* xyz -1 1
C -0.01 -1.93 1.85
O 0.75 -0.83 2.09
C -1.16 0.29 -0.70
C 0.23 0.82 -1.02
C 0.51 2.02 -0.11
C 1.28 -0.27 -0.81
N -2.06 0.04 -1.61
H -0.99 -1.74 1.33
H 0.48 -2.72 1.21
H -1.35 0.27 0.39
H 0.20 1.08 -2.09
H 0.64 1.64 0.90
H -0.36 2.71 -0.06
H 1.40 2.58 -0.38
H 1.29 -0.49 0.28
H 1.00 -1.19 -1.33
H 2.26 0.05 -1.11
H -0.33 -2.50 2.75
H -1.91 1.16 -1.45
*
```

The following is a DFT calculation (ωB97M-V with the def2-TZVPD basis set) of a gas-phase ion, C7H12NS (charge +1) at a distorted geometry.

Calculated values
HOMO level (alpha / beta): -10.86 / -13.39 eV
<S²>: 2.0385
ΔE to the lowest compared entry with this formula, charge and spin: 0.199 eV
LUMO (alpha / beta): -4.32 / -6.14 eV

Geometry as ORCA input:
```
! wB97M-V def2-TZVPD RIJCOSX def2/J DEFGRID3
* xyz 1 3
C 1.24 1.52 -0.42
C 0.00 2.05 -0.22
C 1.62 0.21 -0.05
C -1.11 1.56 0.56
C -0.99 0.08 0.94
C -0.41 -0.99 0.07
C -0.70 -0.98 -1.43
N 0.05 -2.13 0.63
S 3.12 -0.51 0.07
H 1.82 2.28 -1.00
H -0.09 3.15 -0.44
H -1.19 2.16 1.43
H -1.98 1.67 0.02
H -0.32 0.08 1.89
H -1.90 -0.34 1.29
H -1.20 0.01 -1.82
H -1.36 -1.78 -1.58
H 0.27 -1.10 -1.93
H -0.11 -3.10 0.27
H 0.60 -2.11 1.49
H 2.64 -1.71 0.22
*
```

The following is a DFT calculation (ωB97M-V with the def2-TZVPD basis set) of 5 unconnected molecules or ions with the total composition C37H66N2O11S5 at a distorted geometry.

Calculated values
HOMO level: -7.82 eV
LUMO: -1.19 eV
structure (SMILES): CCCOc1c(CCCO)c(CCCCO)c(CCC(C)C)c2nsnc12.O=S1(=O)CCCC1.O=S1(=O)CCCC1.O=S1(=O)CCCC1.O=S1(=O)CCCC1

Geometry as ORCA input:
```
! wB97M-V def2-TZVPD RIJCOSX def2/J DEFGRID3
* xyz 0 1
C 5.06 -0.29 -0.93
C 3.80 0.38 -0.06
C 2.54 0.51 -1.09
O 1.38 1.25 -0.56
C 0.18 0.39 -0.82
C -0.53 0.24 -2.31
C 0.11 1.14 -3.54
C -0.79 2.55 -3.57
C -1.69 2.69 -4.95
O -3.11 2.91 -4.52
C -1.84 -0.76 -2.60
C -2.49 -0.91 -4.14
C -1.44 -1.66 -5.19
C -0.51 -2.82 -4.47
C 1.06 -2.35 -4.24
O 1.92 -3.31 -5.02
C -2.47 -1.60 -1.32
C -3.79 -2.60 -1.42
C -5.07 -1.67 -1.86
C -6.42 -1.87 -0.95
C -7.25 -0.42 -1.06
C -7.39 -2.98 -1.72
C -1.72 -1.37 0.14
N -2.09 -1.97 1.50
S -1.06 -1.47 2.86
N 0.03 -0.42 1.95
C -0.41 -0.42 0.50
H 5.17 -1.46 -0.73
H 4.79 -0.18 -2.08
H 6.08 0.27 -0.76
H 3.62 -0.33 0.86
H 4.14 1.47 0.26
H 2.14 -0.52 -1.50
H 2.93 1.12 -2.04
H 1.22 1.49 -3.35
H 0.10 0.61 -4.58
H -1.42 2.59 -2.58
H -0.04 3.47 -3.53
H -1.30 3.51 -5.69
H -1.57 1.65 -5.52
H -3.27 2.32 -3.71
H -3.47 -1.56 -4.15
H -2.79 0.17 -4.48
H -0.83 -0.90 -5.85
H -2.15 -2.25 -5.95
H -0.48 -3.73 -5.23
H -1.01 -3.27 -3.48
H 1.23 -1.30 -4.75
H 1.37 -2.37 -3.10
H 2.36 -3.86 -4.29
H -3.59 -3.52 -2.15
H -4.01 -3.06 -0.34
H -4.69 -0.56 -1.94
H -5.35 -1.99 -2.97
H -6.19 -2.17 0.16
H -8.22 -0.60 -1.73
H -7.51 0.03 0.00
H -6.63 0.41 -1.63
H -8.49 -2.90 -1.28
H -7.49 -2.71 -2.88
H -6.97 -4.08 -1.61
O 4.42 0.20 3.53
S 4.74 1.58 3.23
O 5.50 1.96 2.06
C 3.23 2.53 3.26
C 3.10 2.97 4.71
C 4.50 3.40 5.15
C 5.47 2.32 4.68
H 2.40 1.91 2.92
H 3.36 3.39 2.60
H 2.37 3.78 4.82
H 2.76 2.13 5.33
H 4.75 4.36 4.67
H 4.56 3.54 6.23
H 6.45 2.75 4.41
H 5.60 1.54 5.43
O 2.03 2.93 7.76
S 1.10 2.74 8.86
O 1.23 3.45 10.12
C -0.55 2.97 8.24
C -0.97 1.59 7.76
C -0.49 0.62 8.83
C 0.95 0.99 9.18
H -0.55 3.72 7.44
H -1.18 3.31 9.07
H -2.05 1.53 7.61
H -0.48 1.36 6.81
H -1.12 0.71 9.72
H -0.56 -0.42 8.50
H 1.17 0.80 10.24
H 1.67 0.46 8.55
O -0.08 3.69 3.64
S -1.42 3.71 4.18
O -2.05 2.54 4.76
C -1.53 5.05 5.35
C -1.94 6.25 4.51
C -3.02 5.74 3.56
C -2.52 4.43 2.96
H -0.57 5.19 5.86
H -2.31 4.80 6.08
H -2.31 7.07 5.14
H -1.08 6.62 3.94
H -3.95 5.56 4.11
H -3.24 6.47 2.77
H -3.34 3.73 2.77
H -1.94 4.59 2.05
O 5.30 -5.51 -6.03
S 3.96 -6.06 -6.11
O 3.05 -6.05 -4.98
C 3.14 -5.37 -7.52
C 3.50 -6.30 -8.67
C 3.38 -7.71 -8.11
C 4.08 -7.73 -6.75
H 3.47 -4.34 -7.68
H 2.06 -5.39 -7.33
H 2.85 -6.15 -9.53
H 4.54 -6.12 -8.99
H 2.32 -7.97 -7.98
H 3.82 -8.46 -8.78
H 3.59 -8.42 -6.05
H 5.14 -7.98 -6.84
*
```

The following is a DFT calculation (ωB97M-V with the def2-TZVPD basis set) of 4 unconnected molecules or ions with the total composition C17H20BrF5N5O7P at a distorted geometry.

Calculated values
HOMO level: -8.50 eV
ΔE to the lowest compared entry with this formula, charge and spin: 1.216 eV
LUMO: -0.09 eV
structure (SMILES): C#C[C@]1([PH2]=N)C(=O)N[C@@H](C(F)(F)c2cccc(C(F)(F)F)c2)[C@H]1Br.C[N+](=O)[O-].C[N+](=O)[O-].C[N+](=O)[O-]

Geometry as ORCA input:
```
! wB97M-V def2-TZVPD RIJCOSX def2/J DEFGRID3
* xyz 0 1
C 4.89 1.25 1.09
C 3.78 1.33 0.60
C 2.36 1.43 0.22
P 1.62 -0.18 -0.47
N 2.71 -0.90 -1.34
C 1.94 2.48 -0.87
O 2.58 3.02 -1.71
N 0.53 2.65 -0.58
C 0.24 2.58 0.87
C -1.00 1.79 1.34
F -0.69 0.45 1.50
F -1.33 2.23 2.59
C -2.22 1.84 0.42
C -2.49 2.81 -0.54
C -3.65 2.71 -1.33
C -4.57 1.67 -1.16
C -4.31 0.71 -0.17
C -5.22 -0.48 0.10
F -6.47 -0.27 -0.31
F -4.72 -1.59 -0.51
F -5.20 -0.79 1.41
C -3.16 0.82 0.59
C 1.64 2.14 1.43
Br 1.81 1.37 3.20
H 5.82 1.03 1.58
H 0.58 0.18 -1.37
H 1.15 -1.02 0.57
H 2.89 -1.84 -0.99
H 0.37 3.60 -0.92
H 0.18 3.64 1.17
H -1.79 3.63 -0.71
H -3.87 3.44 -2.11
H -5.47 1.57 -1.77
H -2.97 0.06 1.37
H 2.19 3.10 1.51
C 0.38 -4.71 0.98
N 1.76 -4.20 1.20
O 2.27 -4.41 2.28
O 2.28 -3.60 0.28
H 0.05 -5.22 1.88
H -0.26 -3.86 0.76
H 0.42 -5.40 0.14
C 8.45 2.24 -1.00
N 8.58 2.63 0.43
O 8.96 3.75 0.67
O 8.30 1.78 1.26
H 8.73 3.08 -1.62
H 9.11 1.39 -1.17
H 7.41 1.96 -1.16
C -6.38 -3.91 -1.25
N -6.34 -5.37 -1.53
O -5.27 -5.94 -1.39
O -7.37 -5.90 -1.88
H -5.40 -3.59 -0.95
H -6.70 -3.42 -2.17
H -7.10 -3.76 -0.45
*
```

The following is a DFT calculation (ωB97M-V with the def2-TZVPD basis set) of a single C7H13NO molecule at a distorted geometry.

Calculated values
HOMO level: -7.83 eV
ΔE to the lowest compared entry with this formula, charge and spin: 5.087 eV
LUMO: -0.67 eV

Geometry as ORCA input:
```
! wB97M-V def2-TZVPD RIJCOSX def2/J DEFGRID3
* xyz 0 1
C 1.22 0.77 0.27
C -1.24 0.34 1.27
C -0.02 -0.11 -1.35
C 0.68 1.22 -1.09
C -2.54 -1.22 0.07
C 2.64 0.20 0.22
N -1.94 0.09 0.14
C 0.18 -0.40 0.48
O 0.37 -1.55 0.86
H 1.15 1.50 1.08
H -1.08 1.39 1.48
H -1.39 -0.28 2.16
H -0.93 -0.11 -1.93
H 0.65 -0.91 -1.67
H 1.44 1.52 -1.81
H -0.05 2.02 -0.99
H -2.76 -1.47 -0.97
H -3.48 -1.20 0.64
H -1.90 -2.00 0.51
H 2.75 -0.53 -0.58
H 3.34 1.02 0.04
H 2.90 -0.28 1.16
*
```

The following is a DFT calculation (ωB97M-V with the def2-TZVPD basis set) of a molecular structure, C33H25N18O2S3SeZr.

Calculated values
HOMO level: -10.64 eV
ΔE to the lowest compared entry with this formula, charge and spin: 0.177 eV
LUMO: -3.26 eV

Geometry as ORCA input:
```
! wB97M-V def2-TZVPD RIJCOSX def2/J DEFGRID3
* xyz 1 1
Zr -0.59 0.25 -0.16
N -2.60 2.59 -2.16
C -3.11 1.32 -1.96
N -4.28 0.95 -2.42
N -4.41 -0.32 -1.97
N -3.40 -0.68 -1.29
N -2.50 0.36 -1.25
C -1.32 2.96 -1.86
N -0.79 4.13 -2.18
N 0.48 4.05 -1.70
N 0.70 2.93 -1.14
N -0.45 2.17 -1.21
H -3.12 3.19 -2.79
C -3.71 4.42 0.73
N -2.27 4.48 0.97
C -1.53 5.64 0.90
C -0.25 5.30 1.15
N -0.22 3.93 1.40
C -1.49 3.44 1.27
S -2.15 1.87 1.47
C 0.97 3.22 1.77
C 2.12 3.95 2.05
C 3.22 3.26 2.51
C 3.14 1.89 2.70
C 1.96 1.27 2.37
N 0.89 1.91 1.88
H -4.01 5.36 0.29
H -4.24 4.26 1.67
H -3.93 3.60 0.05
H -1.97 6.58 0.64
H 0.62 5.91 1.15
H 2.17 5.02 1.93
H 4.14 3.80 2.73
H 3.96 1.31 3.09
H 1.84 0.20 2.50
O 1.18 -2.56 2.81
C 2.45 -2.60 2.36
C 3.35 -3.36 3.11
C 4.66 -3.48 2.73
C 5.13 -2.84 1.58
C 4.25 -2.09 0.83
C 2.90 -1.95 1.20
C 2.02 -1.13 0.36
O 0.79 -0.89 0.81
N 2.40 -0.66 -0.77
N 1.36 0.04 -1.42
C 1.79 0.49 -2.57
S 0.72 1.11 -3.79
C 1.90 0.91 -5.15
C 3.27 1.21 -4.59
S 3.45 0.29 -3.04
H 0.67 -1.99 2.20
H 2.97 -3.86 4.00
H 5.34 -4.07 3.33
H 6.16 -2.93 1.28
H 4.59 -1.58 -0.06
H 1.61 1.62 -5.92
H 1.84 -0.10 -5.54
H 3.39 2.27 -4.39
H 4.06 0.88 -5.26
Se -3.51 -7.22 0.38
N -3.47 -5.83 1.51
C -2.87 -4.86 0.89
C -2.66 -3.54 1.49
C -3.09 -3.24 2.77
C -2.85 -1.99 3.28
C -2.20 -1.06 2.48
N -1.79 -1.31 1.24
C -2.00 -2.55 0.75
C -1.49 -2.84 -0.60
N -0.84 -1.86 -1.24
C -0.43 -2.08 -2.49
C -0.61 -3.29 -3.15
C -1.25 -4.31 -2.48
C -1.70 -4.09 -1.18
C -2.40 -5.13 -0.43
N -2.62 -6.33 -0.90
H -3.60 -4.01 3.34
H -3.15 -1.71 4.28
H -1.98 -0.07 2.87
H 0.06 -1.26 -2.99
H -0.26 -3.40 -4.16
H -1.41 -5.28 -2.94
*
```

The following is a DFT calculation (ωB97M-V with the def2-TZVPD basis set) of a single C4H4N4O molecule at a distorted geometry.

Calculated values
HOMO level: -9.59 eV
ΔE to the lowest compared entry with this formula, charge and spin: 2.482 eV
LUMO: -1.32 eV
structure (SMILES): Cc1nncnc(=O)n1

Geometry as ORCA input:
```
! wB97M-V def2-TZVPD RIJCOSX def2/J DEFGRID3
* xyz 0 1
C 0.38 2.08 -0.19
C 0.24 0.66 0.20
N -1.12 0.37 0.62
N -1.68 -0.67 0.23
C -1.05 -1.74 -0.55
N 0.15 -2.14 -0.42
C 0.97 -1.46 0.52
O 1.42 -1.98 1.53
N 1.21 -0.11 0.23
H 0.13 2.74 0.62
H -0.30 2.27 -1.03
H 1.40 2.23 -0.56
H -1.75 -2.24 -1.22
*
```

M values, unit g/mol, following the record order: 58.1, 118.2, 93.1, 123.2, 491.7, 102.2, 142.2, 875.3, 612.2, 127.2, 972.1, 124.1.